46
Properties=species:S:1:pos:R:3:lowdin_charge:R:1 method="wB97M-V/def2-TZVPD" total_charge=0 lumo_ev=-0.82 e_tot_ev=-32699.3275 orbital_gap_ev=7.0 smiles="COCCCNC(=O)c1cccn2c(=O)c3cc4ccccc4cc3nc12" e_above_lowest_kj_mol=51.0 homo_energy_ev=-7.845
O -0.71877 -4.65560 -0.06377 0.095
O -1.19436 3.73946 2.43194 -0.187
O 1.13277 0.71113 4.13659 0.052
N 1.21857 1.14133 1.91976 0.073
N -0.09262 -2.89251 1.24525 0.105
N 0.39051 -0.78165 0.30960 0.125
C 0.11127 -1.24634 -0.93735 -0.199
C -0.45330 -2.19794 -3.52813 -0.153
C 0.57993 -1.06278 2.67006 -0.024
C -1.10481 5.12703 2.63258 -0.113
C -0.19678 -3.69766 2.34296 -0.020
C 0.78151 3.36103 0.99276 -0.157
C -0.61844 -1.78434 -5.90177 -0.080
C 0.03711 0.01506 -4.44239 -0.034
C 0.06650 -3.24155 3.58773 -0.033
C -0.28320 -2.59620 -1.14955 -0.058
C 0.46008 -1.89656 3.74506 0.020
C 1.52409 2.54443 2.04762 -0.172
C 0.21345 -0.39220 -2.02311 0.048
C -0.55660 -3.05173 -2.42553 0.063
C -0.72580 -2.63868 -4.84442 -0.030
C -0.39631 -3.48797 -0.01456 -0.330
C 0.29416 -1.55475 1.34872 -0.170
C -0.06169 -0.84030 -3.31893 -0.154
C 0.99650 0.35320 2.97945 -0.449
C -0.73982 3.29080 1.17948 -0.238
C -0.23361 -0.44505 -5.69715 -0.075
H 1.11698 4.39775 1.04532 0.105
H -0.15512 0.21534 -6.54827 0.104
H -1.62731 5.33387 3.56462 0.090
H -0.06757 5.46777 2.72437 0.083
H 0.33268 1.04198 -4.28305 0.112
H -1.23003 3.86075 0.37353 0.120
H 1.02085 2.98091 -0.00246 0.108
H -1.06544 2.24875 1.12093 0.120
H 1.22508 2.85247 3.05352 0.120
H -1.02052 -3.66752 -4.99106 0.114
H -1.58807 5.67746 1.81505 0.090
H 0.50952 0.63270 -1.85786 0.115
H -0.85307 -4.08221 -2.55688 0.130
H 1.04706 0.73884 0.99965 0.092
H 2.60522 2.70279 1.94079 0.124
H 0.67451 -1.49203 4.72326 0.125
H -0.02393 -3.89385 4.43954 0.109
H -0.82734 -2.12576 -6.90464 0.102
H -0.50383 -4.70970 2.12074 0.131